1.
Computed, not measured: 2 unconnected molecules or ions with the total composition C2H5OP in a non-equilibrium geometry, with ωB97M-V/def2-TZVPD.

Its multiplicity is 3. The value obtained for the energy above the lowest of the compared OMol25 structures with the same formula, charge and spin is 5.030 eV. For the HOMO-LUMO gap (spin up / spin down), the calculation gives 5.7 / 7.3 eV.

Each line ends with the natural charge from an NBO analysis.
Atoms and positions in Å:
C -1.09735 -0.80465 0.07751  -0.114
C 0.15076 -0.04465 0.12954  -0.300
O -0.39890 -0.64074 1.27691  -0.395
P 0.46300 1.65983 -0.02457  0.457
H -2.06376 -0.34740 -0.04718  0.191
H -1.01450 -1.83632 -0.23066  0.191
H 1.18794 -0.91059 -0.39274  -0.001
H 0.90526 1.26013 -1.24118  -0.018
H 1.86756 1.66440 0.45238  -0.011

=====

2.
Computed, not measured: a molecular structure, C5H10O2 in a non-equilibrium geometry, with ωB97M-V/def2-TZVPD.

The value obtained for the energy above the lowest of the compared OMol25 structures with the same formula, charge and spin is 3.267 eV. For the HOMO-LUMO gap, the calculation gives 9.1 eV.

Each line ends with the natural charge from an NBO analysis.
Atoms and positions in Å:
C 1.81442 0.48462 -0.74491  -0.636
C 0.79634 -0.56370 -0.42554  -0.208
O 1.65085 -0.84522 1.80825  -0.942
C -0.41101 -0.25477 0.02838  0.208
C -1.24890 0.98718 -0.06198  -0.484
C -2.37888 -0.05379 -0.16042  -0.054
O -1.48003 -1.13071 0.18764  -0.507
H 2.84535 0.12184 -0.71016  0.229
H 1.60561 0.83177 -1.76169  0.210
H 1.75193 1.34312 -0.07036  0.220
H 1.01636 -1.60654 -0.62950  0.217
H 1.60878 -1.80754 1.75219  0.464
H 0.73754 -0.56189 1.58456  0.480
H -1.33636 1.67128 0.78722  0.223
H -1.00967 1.54722 -0.96777  0.219
H -2.76828 -0.18833 -1.17522  0.178
H -3.19404 0.02545 0.55930  0.183

=====

3.
Computed, not measured: a gas-phase ion, C3H3N2O2 (charge +1) in a non-equilibrium geometry, with ωB97M-V/def2-TZVPD.

The value obtained for the energy above the lowest of the compared OMol25 structures with the same formula, charge and spin is 4.235 eV. As for the charge: +1. For the HOMO-LUMO gap, the calculation gives 9.2 eV. The structure (SMILES) is O=N[n+]1ccco1.

Each line ends with the natural charge from an NBO analysis.
Atoms and positions in Å:
O -0.37690 -0.60098 -3.00915  -0.020
N 0.27759 -1.12048 -2.25733  0.504
N 0.25475 -0.41256 -0.66319  -0.060
C 0.50448 -0.77437 0.57118  0.045
C -0.00544 0.22162 1.43898  -0.318
C -0.46771 1.19025 0.55073  0.218
O -0.35172 0.74990 -0.64706  -0.211
H 1.13704 -1.61485 0.99356  0.294
H 0.15577 0.28498 2.49836  0.282
H -1.12786 2.07648 0.52393  0.266

=====

4.
Computed, not measured: a molecular structure, C42H43BNiO2P2SiTe, with ωB97M-V/def2-TZVPD.

The value obtained for the energy above the lowest of the compared OMol25 structures with the same formula, charge and spin is 0.000 eV. For the HOMO-LUMO gap, the calculation gives 7.4 eV.

Each line ends with the Mulliken charge.
Atoms and positions in Å:
Ni 1.09362 0.28925 1.09993  -0.576
C 4.48610 1.52247 1.68757  -1.456
Si 3.26345 0.41364 0.78823  1.429
C 3.82687 0.29531 -1.00989  -1.355
C 3.48303 -1.35647 1.46886  -0.953
H 5.50887 1.16024 1.56320  0.411
H 4.26658 1.58367 2.75440  0.321
H 4.43771 2.53551 1.28314  0.356
H 4.91796 0.34250 -1.06239  0.453
H 3.42332 1.10115 -1.62002  0.195
H 3.52079 -0.65559 -1.44730  0.284
H 4.47482 -1.71508 1.17724  0.502
H 2.75377 -2.04428 1.03521  0.018
H 3.41766 -1.42081 2.55412  0.186
C 0.61807 -2.46680 3.63949  -0.833
Te 0.34407 -0.34368 3.46360  0.170
C 2.07451 -0.28578 4.73294  -1.068
C 2.05706 -1.59006 5.48421  0.503
C 2.72346 -1.74962 6.69189  -0.739
C 2.67949 -2.96063 7.36673  -0.524
C 1.96227 -4.02123 6.83555  -0.598
C 1.29280 -3.86783 5.63100  -0.628
C 1.33653 -2.65952 4.94843  0.531
H 1.22075 -2.78835 2.78958  0.249
H -0.33598 -2.98814 3.60998  0.734
H 2.03574 0.57863 5.39221  0.674
H 2.94516 -0.19094 4.08667  0.169
H 3.27446 -0.91668 7.11121  0.447
H 3.19598 -3.07063 8.31093  0.395
H 1.91418 -4.96421 7.36323  0.396
H 0.72411 -4.69249 5.21981  0.451
C -2.17419 0.04398 0.20111  -1.010
P -0.44836 -0.33271 -0.32451  0.079
C -0.33241 -2.14269 -0.48534  1.183
C -1.29340 -2.99036 0.06195  -0.642
C -1.08698 -4.36129 0.10454  -0.941
C 0.08178 -4.90785 -0.40239  -0.825
C 1.04936 -4.07310 -0.94371  -0.810
C 0.84953 -2.70224 -0.97416  -0.396
C -0.26650 0.39056 -1.99048  1.804
C -0.46559 1.76732 -2.08115  -0.949
C -0.30748 2.43136 -3.28463  -0.878
C 0.09871 1.73011 -4.41191  -0.964
C 0.33791 0.36733 -4.32370  -0.899
C 0.14914 -0.30129 -3.12205  -0.686
P -3.80694 -0.14664 -0.69380  -0.436
C -3.53581 -1.43421 -1.96659  0.420
C -4.06638 -2.69069 -1.67851  -0.472
C -3.87988 -3.75976 -2.54093  -0.569
C -3.17466 -3.57730 -3.72075  -0.640
C -2.67262 -2.32244 -4.03575  -0.865
C -2.85438 -1.25763 -3.16727  0.034
C -3.92409 1.41332 -1.65813  0.943
C -4.51850 1.41422 -2.92051  -0.510
C -4.71621 2.59601 -3.61733  -0.588
C -4.34433 3.80925 -3.05837  -0.628
C -3.79918 3.82944 -1.78416  -0.551
C -3.60351 2.64615 -1.08984  -0.649
H -2.11545 1.09736 0.48778  0.443
H -2.28327 -0.46671 1.16288  0.832
H -2.21857 -2.58849 0.45312  0.423
H -1.84771 -5.00366 0.52944  0.507
H 0.23958 -5.97788 -0.37203  0.429
H 1.97026 -4.48821 -1.33153  0.441
H 1.62959 -2.05659 -1.35999  0.434
H -0.74648 2.33338 -1.19947  0.320
H -0.48615 3.49775 -3.33393  0.609
H 0.23779 2.24741 -5.35202  0.417
H 0.66273 -0.18413 -5.19667  0.439
H 0.29672 -1.37215 -3.08181  0.633
H -4.63095 -2.82985 -0.76362  0.399
H -4.28804 -4.73120 -2.29415  0.445
H -3.02697 -4.40728 -4.39944  0.404
H -2.13167 -2.16966 -4.96112  0.464
H -2.46035 -0.28647 -3.42833  0.662
H -4.82496 0.48005 -3.37240  0.455
H -5.16427 2.56577 -4.60207  0.409
H -4.49262 4.73152 -3.60455  0.398
H -3.52291 4.77004 -1.32469  0.425
H -3.19814 2.70470 -0.08785  0.455
O 0.74826 2.94918 1.34034  -0.597
B 1.53915 2.04177 0.55573  1.024
O 2.06583 2.77273 -0.53321  -0.431
C 1.53788 4.02707 -0.46562  0.181
C 1.69893 5.07251 -1.34390  -0.800
C 1.01445 6.25332 -1.05010  -0.673
C 0.20999 6.35909 0.07832  -0.536
C 0.05522 5.28960 0.96240  -1.147
C 0.73643 4.13174 0.66361  0.951
H 2.32253 4.97419 -2.22178  0.540
H 1.11386 7.10056 -1.71500  0.415
H -0.30571 7.28892 0.27671  0.416
H -0.56717 5.36126 1.84356  0.516

=====

5.
Computed, not measured: a molecular structure, C3H4O2Sn in a non-equilibrium geometry, with ωB97M-V/def2-TZVPD.

Its multiplicity is 2. The value obtained for the energy above the lowest of the compared OMol25 structures with the same formula, charge and spin is 0.000 eV. As for the charge: +1. For the HOMO-LUMO gap (spin up / spin down), the calculation gives 7.9 / 7.3 eV.

Each line ends with the natural charge from an NBO analysis.
Atoms and positions in Å:
O -1.23389 -0.61034 -0.19707  -0.425
C -1.45845 0.59492 0.25932  0.549
Sn 0.17884 2.13672 -0.35533  1.322
O -2.49142 1.21772 0.23617  -0.349
C 0.19183 -0.93333 -0.30091  -0.094
H 0.29193 -1.86973 0.26363  0.239
H 0.38912 -1.12911 -1.36181  0.220
C 0.99549 0.21197 0.25563  -1.003
H 1.11859 0.20257 1.34871  0.270
H 2.01796 0.17862 -0.14832  0.270

=====

6.
Computed, not measured: a molecular structure, C62H70F6N11O4S2 in a non-equilibrium geometry, with ωB97M-V/def2-TZVPD.

As for the charge: +9. For the HOMO-LUMO gap, the calculation gives 7.8 eV.

Each line ends with the Mulliken charge.
Atoms and positions in Å:
C -2.02174 -3.58652 2.03696  -0.678
N -3.04816 -4.39211 1.30869  0.380
C -4.32741 -4.41618 1.74927  -0.461
C -5.29014 -5.08086 1.08701  -0.912
C -4.88888 -5.85634 -0.00593  1.166
C -3.57331 -5.85684 -0.46159  -0.404
C -2.67344 -5.12478 0.22616  -0.584
C -5.95316 -6.64832 -0.71134  0.954
C -5.64826 -7.85656 -1.34314  -0.836
C -6.66815 -8.57837 -1.88367  -0.254
N -7.91171 -8.16171 -1.77723  -0.019
C -8.23711 -7.01101 -1.19281  -0.374
C -7.27878 -6.21247 -0.65392  -0.678
C -8.98451 -9.04643 -2.31426  -0.827
H -1.48140 -4.22826 2.73107  0.412
H -2.55408 -2.82290 2.62896  0.318
H -1.38800 -3.12578 1.27745  -0.065
H -4.50232 -3.83536 2.64938  0.411
H -6.31597 -5.09037 1.40187  0.605
H -3.14858 -6.41004 -1.28922  0.454
H -1.63036 -5.13840 -0.05546  0.457
H -4.64559 -8.26673 -1.32650  0.483
H -6.57819 -9.53949 -2.36582  0.417
H -9.28989 -6.75790 -1.20079  0.481
H -7.68382 -5.29367 -0.26217  0.460
H -9.26242 -8.71759 -3.31435  0.344
H -9.81047 -9.00093 -1.60412  0.416
H -8.52041 -10.02243 -2.37782  0.298
C 2.49065 -4.85390 -1.15264  -0.938
N 2.27156 -4.48758 0.28457  0.131
C 1.62314 -3.36450 0.55263  -0.372
C 1.36415 -2.95342 1.85470  -0.217
C 1.78503 -3.80321 2.87608  1.328
C 2.42778 -5.00083 2.59496  -0.763
C 2.72038 -5.31168 1.27577  -0.786
C 1.46435 -3.37170 4.33614  1.256
C 1.61130 -4.31396 5.34096  -0.776
C 1.25449 -3.94943 6.61825  -0.568
N 0.93106 -2.67107 6.88419  0.043
C 0.83407 -1.73829 5.93245  -0.385
C 1.12055 -2.04813 4.64626  -0.831
C 0.66642 -2.24993 8.28599  -0.843
H 3.45019 -5.36578 -1.19799  0.362
H 2.40673 -4.03392 -1.87066  0.353
H 1.67333 -5.55667 -1.38629  0.402
H 1.34230 -2.86249 -0.35332  0.370
H 0.81710 -2.03442 2.03940  0.004
H 2.67351 -5.72268 3.35576  0.540
H 3.19528 -6.19984 0.89153  0.491
H 2.00948 -5.30034 5.19323  0.487
H 1.30607 -4.66702 7.41462  0.491
H 0.49655 -0.74511 6.18866  0.425
H 1.02188 -1.30783 3.87084  0.725
H -0.28166 -2.69455 8.58542  0.390
H 0.65203 -1.17381 8.38155  0.298
H 1.41453 -2.69620 8.93400  0.371
C -3.57286 2.00568 -4.93030  -0.840
N -4.65540 2.43814 -4.02814  0.130
C -5.25283 3.60327 -4.29864  -0.313
C -6.27647 4.05149 -3.48110  -0.706
C -6.70500 3.23137 -2.43925  0.886
C -6.12773 1.97448 -2.26636  -0.811
C -5.03805 1.65596 -3.02316  -0.308
C -7.77940 3.65574 -1.47158  0.579
C -8.82585 2.75583 -1.11146  -0.758
C -9.67341 3.15457 -0.09280  -0.016
N -9.66812 4.35752 0.39940  -0.015
C -8.71775 5.25170 0.01876  -0.501
C -7.80838 4.93927 -0.92890  -0.593
C -10.67468 4.71804 1.48220  -0.776
H -3.04126 1.16454 -4.49853  0.185
H -2.83490 2.80413 -5.06259  0.396
H -3.97192 1.74550 -5.91211  0.377
H -4.86874 4.12681 -5.17161  0.511
H -6.77724 5.00878 -3.57779  0.597
H -6.47682 1.34651 -1.47413  0.553
H -4.48256 0.75879 -2.82373  0.488
H -8.89033 1.77479 -1.55852  0.553
H -10.35445 2.41680 0.27593  0.387
H -8.80809 6.22088 0.47591  0.499
H -7.10224 5.71775 -1.20202  0.484
H -11.19204 5.62517 1.19961  0.364
H -10.11190 4.84621 2.40450  0.382
H -11.33005 3.86076 1.60710  0.268
C -1.53844 2.65611 1.59757  -0.981
N -0.23690 3.20707 2.12490  0.202
C -0.19790 4.50491 2.39951  -0.316
C 0.98515 5.08485 2.73540  -0.787
C 2.11363 4.30991 3.00645  0.800
C 1.98616 2.90184 2.81514  -0.757
C 0.81485 2.40130 2.34323  -0.337
C 3.40898 4.97544 3.34974  0.743
C 4.24846 4.57608 4.45671  -0.682
C 5.40295 5.29150 4.69000  -0.193
N 5.70893 6.38214 3.96577  -0.021
C 4.91412 6.82414 2.98612  -0.205
C 3.78002 6.13557 2.69092  -0.835
C 6.90880 7.18580 4.43675  -0.832
H -2.37532 3.18628 2.06707  0.468
H -1.60326 1.57710 1.82261  0.188
H -1.59437 2.76119 0.51287  0.320
H -1.10845 5.09219 2.30514  0.453
H 0.98451 6.17129 2.82334  0.591
H 2.79022 2.18540 2.83635  0.512
H 0.75302 1.38034 2.01929  0.682
H 4.09362 3.66488 5.02989  0.432
H 6.08149 4.96187 5.48223  0.482
H 5.25975 7.67245 2.41176  0.416
H 3.21061 6.46630 1.83728  0.546
H 6.87632 7.50320 5.47484  0.382
H 6.96769 8.04405 3.76440  0.279
H 7.81660 6.57893 4.26013  0.384
C 4.24327 1.81537 -1.82415  -1.152
N 5.60730 1.99078 -2.31286  0.167
C 5.88139 2.89410 -3.27495  0.041
C 7.11247 3.06805 -3.74313  -0.876
C 8.15913 2.25229 -3.24231  0.707
C 7.84378 1.29823 -2.27112  -0.666
C 6.58729 1.29035 -1.78612  -0.170
C 9.58791 2.40184 -3.69317  0.773
C 10.11598 3.68123 -3.71905  -0.642
C 11.43426 3.80140 -4.17399  -0.329
N 12.08412 2.74334 -4.65006  0.001
C 11.57906 1.50417 -4.59161  -0.232
C 10.30233 1.27219 -4.15104  -0.714
C 13.54505 2.87999 -5.05493  -0.855
H 3.57263 2.40741 -2.45991  0.238
H 4.29585 2.19569 -0.79316  0.437
H 3.89011 0.78284 -1.81586  0.454
H 5.04534 3.41747 -3.70105  0.411
H 7.24277 3.78886 -4.53625  0.523
H 8.58068 0.61336 -1.85078  0.494
H 6.39290 0.64866 -0.94562  0.451
H 9.64469 4.60644 -3.40899  0.473
H 11.94891 4.75911 -4.17687  0.478
H 12.22818 0.72807 -4.96090  0.413
H 9.87459 0.28125 -4.23249  0.501
H 14.11203 2.99371 -4.12991  0.389
H 13.65302 3.70205 -5.76040  0.377
H 13.87999 1.98475 -5.56895  0.311
C 0.02892 1.07089 -1.84227  0.507
F 1.28224 1.14535 -1.23336  -0.209
F -0.59623 2.23176 -1.78456  -0.193
F 0.11290 0.58815 -3.05875  -0.177
S -0.98342 -0.17806 -0.77036  0.417
O -0.32115 -0.06617 0.52416  -0.364
O -2.34112 0.32227 -0.91351  -0.483
N -0.71825 -1.57682 -1.41047  -0.134
S -2.02981 -2.17036 -2.33626  0.858
O -2.89590 -2.88193 -1.46810  -0.494
O -2.51660 -1.30692 -3.35530  -0.510
C -1.21056 -3.54224 -3.27956  0.430
F -0.60279 -4.46449 -2.35339  -0.198
F -2.22770 -4.19305 -3.85565  -0.168
F -0.28437 -3.11727 -4.12283  -0.168

=====

7.
Computed, not measured: 2 unconnected molecules or ions with the total composition C9H14 in a non-equilibrium geometry, with ωB97M-V/def2-TZVPD.

The value obtained for the energy above the lowest of the compared OMol25 structures with the same formula, charge and spin is 0.638 eV. For the HOMO-LUMO gap, the calculation gives 10.0 eV. The structure (SMILES) is Cc1ccccc1.CC.

Each line ends with the natural charge from an NBO analysis.
Atoms and positions in Å:
C 0.16302 3.19258 0.48219  -0.632
C 0.66414 1.90390 -0.10867  0.002
C -0.22186 0.91893 -0.50421  -0.230
C 0.23005 -0.35013 -0.84826  -0.197
C 1.54334 -0.71201 -0.62535  -0.223
C 2.44536 0.30654 -0.30999  -0.203
C 2.03088 1.60046 -0.10125  -0.225
H -0.15238 3.00730 1.50416  0.224
H -0.66527 3.62110 -0.09344  0.215
H 0.90105 3.99494 0.43778  0.215
H -1.28524 1.10791 -0.60515  0.210
H -0.44526 -1.10868 -1.22342  0.210
H 1.87575 -1.72029 -0.83133  0.212
H 3.46552 -0.01879 -0.26696  0.210
H 2.75745 2.40558 -0.06293  0.212
C -2.14711 -3.24324 1.24294  -0.623
C -3.14122 -2.65217 0.22019  -0.616
H -1.45546 -3.91027 0.72965  0.211
H -1.80499 -2.48355 1.94119  0.215
H -2.66349 -3.97761 1.87771  0.201
H -2.98323 -3.17354 -0.72170  0.205
H -4.18811 -2.74554 0.52519  0.204
H -3.05226 -1.56829 0.13589  0.204

=====

8.
Computed, not measured: C4H4OS in the gas phase in a non-equilibrium geometry, with ωB97M-V/def2-TZVPD.

The value obtained for the energy above the lowest of the compared OMol25 structures with the same formula, charge and spin is 3.751 eV. For the HOMO-LUMO gap (spin up / spin down), the calculation gives 8.1 / 8.1 eV.

Each line ends with the natural charge from an NBO analysis.
Atoms and positions in Å:
C -0.33978 -0.04145 -0.70453  -0.043
C -2.06063 0.66680 -2.09200  0.423
C 0.30637 -1.14508 -0.44180  -0.499
C -0.69822 1.27737 -0.01846  -0.583
O -2.62666 0.27866 -3.02558  -0.487
S -2.31571 1.83892 -0.86646  0.257
H 1.05770 -1.10751 0.40165  0.214
H 0.12234 -1.99531 -1.13238  0.244
H -0.94251 1.10693 1.14542  0.231
H 0.09858 2.06707 0.09252  0.244